Arrangement w

Density functional theory data (the ωB97M-V functional and the def2-TZVPD basis) for a structure of composition C3H7FS.

Values from the calculation:
* E_LUMO: -0.102 eV
* 2S+1: 1
* net charge: 0

Element x y z (Å)
C 0.61 1.09 -0.84
C 0.53 -0.30 -0.17
C -0.89 -0.55 0.33
H 1.19 1.73 -1.81
H 0.63 2.07 -0.15
H -0.46 0.87 -1.23
H 0.70 -0.93 -1.19
H -1.20 0.40 1.00
H -1.78 -0.39 -0.34
H 0.02 -1.11 2.40
F 1.63 -0.82 0.75
S -0.99 -2.05 1.26

***

Arrangement x

Density functional theory data (the ωB97M-V functional and the def2-TZVPD basis) for the molecule C3H7FS.

Values from the calculation:
* E_LUMO: 0.627 eV
* SMILES: C[C@@H](S)CF
* 2S+1: 1
* net charge: 0

Element x y z (Å)
C -1.62 -0.15 0.40
C -0.23 -0.33 -0.18
C 0.82 -0.27 0.75
H -1.91 0.78 0.85
H -1.39 -0.85 1.45
H -2.52 -0.44 -0.40
H -0.26 -1.38 -0.78
H 0.24 1.94 0.04
H 1.95 0.33 0.48
H 0.32 0.27 1.76
F 1.31 -1.80 0.99
S -0.13 1.25 -1.13

***

Name the most stable of them. arrangement x.

***

Arrangement w

Density functional theory data (the ωB97M-V functional and the def2-TZVPD basis) for a structure of composition CH3PS4.

Values from the calculation:
* E_LUMO (alpha / beta): -1.041 / -2.091 eV
* 2S+1: 1
* net charge: 0

Element x y z (Å)
C -0.70 0.41 -0.85
P 0.23 -1.18 -0.48
S -1.81 -0.13 -2.24
S -1.33 -2.11 -1.74
S 1.01 0.18 1.91
S 2.65 1.09 1.33
H -1.40 0.52 0.10
H -0.01 1.23 -1.23
H 1.36 -0.03 3.19

***

Arrangement x

Density functional theory data (the ωB97M-V functional and the def2-TZVPD basis) for the molecule CH3PS4.

Values from the calculation:
* E_LUMO (alpha / beta): -1.625 / -1.780 eV
* 2S+1: 1
* net charge: 0

Element x y z (Å)
C 0.97 0.69 0.77
P -0.32 -0.41 0.75
S 1.86 -2.23 2.80
S 0.63 -2.47 1.33
S -2.77 -0.78 -1.45
S -0.77 -0.38 -1.33
H 1.60 0.75 1.64
H 1.04 1.47 0.03
H -2.67 -2.08 -1.79

***

Name the most stable of them. arrangement x.

***

Arrangement w

Density functional theory data (the ωB97M-V functional and the def2-TZVPD basis) for a cluster of 2 separate species, C5H13N3O2 in total.

Values from the calculation:
* E_LUMO: 0.844 eV
* SMILES: [H]/N=C(\N)NCC.CC(=O)O
* 2S+1: 1
* net charge: 0

Element x y z (Å)
C -3.00 0.58 1.07
C -1.60 0.31 1.58
O -0.83 1.18 0.87
O -1.14 -0.51 2.32
H -3.52 1.38 1.58
H -3.68 -0.27 1.04
H -3.01 0.94 0.05
C 0.26 0.66 -1.95
C -0.98 0.10 -2.61
C 1.89 -0.42 -0.28
N 1.07 -0.44 -1.35
N 1.79 0.37 0.71
N 2.73 -1.54 -0.23
H 1.04 0.97 -2.64
H 0.03 1.44 -1.24
H -0.60 -0.54 -3.41
H -1.57 0.87 -3.07
H 0.85 -1.36 -1.70
H 0.13 1.04 1.11
H 2.44 0.35 1.48
H 3.31 -1.80 -1.01
H 3.12 -1.77 0.66
H -1.55 -0.54 -1.94

***

Arrangement x

Density functional theory data (the ωB97M-V functional and the def2-TZVPD basis) for a cluster of 2 separate species, C5H13N3O2 in total.

Values from the calculation:
* E_LUMO: 0.776 eV
* SMILES: [H]/N=C(\N)NCC.CC(=O)O
* 2S+1: 1
* net charge: 0

Element x y z (Å)
C 1.55 -1.36 -3.63
C 1.24 -0.72 -2.28
O 1.98 -1.15 -1.42
O 0.33 0.25 -2.21
H 2.34 -0.75 -4.05
H 0.64 -1.32 -4.24
H 1.70 -2.45 -3.53
C -0.75 -0.62 1.14
C -1.20 -1.85 2.03
C -0.53 1.81 1.37
N -0.75 0.59 1.96
N -0.70 1.79 0.08
N -0.05 2.95 2.03
H 0.28 -0.84 0.79
H -1.28 -0.53 0.15
H -1.97 -1.44 2.66
H -0.39 -2.13 2.71
H -0.56 0.41 2.93
H 0.11 0.50 -1.30
H -0.60 2.61 -0.48
H 0.69 3.32 1.47
H -0.65 3.65 2.38
H -1.42 -2.71 1.46

***

Arrangement y

Density functional theory data (the ωB97M-V functional and the def2-TZVPD basis) for a cluster of 2 separate species, C5H13N3O2 in total.

Values from the calculation:
* E_LUMO: 0.809 eV
* 2S+1: 1
* net charge: 0

Element x y z (Å)
C -2.77 1.02 -0.49
C 1.65 -1.69 0.73
C 1.35 1.78 0.42
C 1.28 -1.12 -0.64
C 0.41 1.25 -0.66
N -4.44 -0.56 0.27
N -1.05 -0.54 -0.50
N 0.18 -0.17 -0.56
O -1.30 -1.75 -0.44
O -3.42 0.58 0.45
H -2.97 0.65 -1.51
H 2.42 -2.45 0.61
H 2.02 -0.92 1.40
H 0.77 -2.16 1.17
H 0.99 1.51 1.40
H 2.37 1.39 0.29
H 1.39 2.86 0.35
H 2.14 -0.61 -1.09
H 0.95 -1.93 -1.29
H -0.58 1.71 -0.57
H 0.83 1.47 -1.65
H -4.71 -0.82 1.22
H -3.91 -1.32 -0.14

***

Name the most stable of them. arrangement w.

***

Arrangement w

Density functional theory data (the ωB97M-V functional and the def2-TZVPD basis) for the molecule C5H6OS.

Values from the calculation:
* E_LUMO: 0.253 eV
* SMILES: OSC1C=CC=C1
* 2S+1: 1
* net charge: 0

Element x y z (Å)
C 0.27 -0.96 0.70
C -0.53 0.12 0.20
C 1.61 -0.67 0.52
C 0.56 1.23 -0.02
C 1.80 0.67 -0.04
O -3.00 0.05 -0.92
S -2.50 0.36 0.65
H -0.25 -1.84 1.00
H -0.70 -0.20 -0.90
H 2.53 -1.15 0.59
H 0.26 2.15 -0.48
H 2.77 1.12 -0.14
H -2.82 -0.89 -1.18

***

Arrangement x

Density functional theory data (the ωB97M-V functional and the def2-TZVPD basis) for the molecule C5H6OS.

Values from the calculation:
* E_LUMO: 0.849 eV
* SMILES: C1=C[C@@H]2O[C@@H]2CS1
* 2S+1: 1
* net charge: 0

Element x y z (Å)
C -0.06 1.55 -0.23
C -1.48 -0.64 0.50
C -0.53 -1.44 0.04
C 0.85 -0.87 -0.11
C 1.08 0.56 -0.20
H -0.41 1.55 -1.25
H 0.23 2.52 0.00
H -2.46 -1.02 0.84
H -0.71 -2.54 -0.20
H 1.58 -1.50 -0.63
H 2.03 0.91 -0.63
O 1.34 -0.14 1.02
S -1.45 1.06 0.85

***

Name the most stable of them. arrangement x.

***

Arrangement w

Density functional theory data (the ωB97M-V functional and the def2-TZVPD basis) for a structure of composition C5H6OS.

Values from the calculation:
* E_LUMO: 0.037 eV
* 2S+1: 1
* net charge: 0

Element x y z (Å)
C -0.58 0.10 0.14
C 0.18 1.34 0.14
C 1.55 0.60 -0.16
C 1.74 -0.56 0.87
C 0.47 -0.98 -0.02
H 0.05 1.78 1.15
H 0.09 2.08 -0.61
H 2.46 1.09 -0.57
H 1.67 -0.16 1.93
H 2.59 -1.12 0.48
H -0.09 -1.89 -0.09
O 1.06 -0.32 -1.08
S -2.21 -0.13 0.03

***

Arrangement x

Density functional theory data (the ωB97M-V functional and the def2-TZVPD basis) for the molecule C5H6OS.

Values from the calculation:
* E_LUMO: -0.482 eV
* SMILES: O[C@H]1C=CCC1=S
* 2S+1: 1
* net charge: 0

Element x y z (Å)
C 0.58 -0.81 0.32
C 1.65 -0.62 -0.68
C 1.55 0.57 -1.28
C 0.27 1.29 -0.90
C -0.32 0.45 0.14
H -0.97 -2.04 0.41
H 1.01 -0.80 1.37
H 2.34 -1.38 -0.86
H 2.28 0.99 -1.98
H -0.42 1.42 -1.79
H 0.51 2.31 -0.54
O -0.03 -2.06 0.20
S -1.68 0.67 1.02

***

Name the most stable of them. arrangement x.

***

Arrangement w

Density functional theory data (the ωB97M-V functional and the def2-TZVPD basis) for a cluster of 2 separate species, CH4NO3 in total.

Values from the calculation:
* E_LUMO (alpha / beta): -7.731 / -7.731 eV
* 2S+1: 1
* net charge: +1

Element x y z (Å)
C 0.45 1.22 1.55
N 1.42 1.20 2.29
O 2.47 1.11 2.81
O 0.31 -0.08 -1.43
O -0.63 -0.36 -0.40
H 0.12 0.32 0.95
H -1.36 0.31 -0.60
H -0.24 1.95 1.51
H 0.74 -1.02 -1.75

***

Arrangement x

Density functional theory data (the ωB97M-V functional and the def2-TZVPD basis) for a cluster of 2 separate species, CH4NO3 in total.

Values from the calculation:
* E_LUMO: -5.822 eV
* 2S+1: 1
* net charge: +1

Element x y z (Å)
C 2.38 0.08 -0.06
N -1.18 -0.50 -0.08
O -1.56 0.95 0.13
O 2.81 -0.98 -0.03
O 1.84 1.15 -0.07
H -0.65 -0.57 -1.01
H -2.07 -1.13 0.08
H -0.53 -0.93 0.58
H -1.04 1.92 0.44

***

Name the most stable of them. arrangement x.